w | The following is a quantum chemistry calculation of C6H8N2 in the gas phase, from the OMol25 dataset.

Positions of all 16 atoms, in Å:
H1 -2.1231 -2.5129 0.8158
N1 -1.9229 -1.5623 0.6921
C1 -0.7507 -1.1735 0.2272
N2 0.3763 -2.0074 0.1984
C2 -0.5358 0.2381 0.0999
C3 0.5343 0.8882 0.9721
C4 1.3691 1.8953 0.3263
C5 0.9180 1.7865 -1.1381
C6 0.0758 0.6207 -1.3487
H2 0.1758 -2.9878 0.0884
H3 1.1377 -1.7680 -0.7337
H4 -1.5798 0.7687 0.0387
H5 0.4225 0.6896 2.1211
H6 2.2158 2.4510 0.8129
H7 1.3646 2.4035 -1.8988
H8 -0.4521 0.4123 -2.3111

For the highest occupied orbital energy, the calculation gives -8.4 eV. For the frontier orbital gap, the calculation gives 8.74 eV. As for the SMILES: [H]/N=C(\N)C1C=CC=C1.

Atomic partial charges in e from the natural (NBO) method, atoms 1 to 2: H 0.337; N -0.703

=====

x | The following is a quantum chemistry calculation of C6H8N2 in the gas phase, from the OMol25 dataset.

Positions of all 16 atoms, in Å:
C1 1.9024 1.3397 0.3083
C2 1.4739 0.0679 0.4153
N1 1.9938 -1.1521 0.8519
C3 0.9482 -2.1033 0.7874
N2 -0.1488 -1.6788 0.2934
C4 0.1107 -0.3515 0.0263
C5 -0.9708 0.5052 -0.2619
C6 -2.3136 0.0029 -0.7219
H1 2.9257 1.5507 0.6196
H2 1.2373 2.0384 -0.0065
H3 3.0040 -1.2496 0.7476
H4 1.1568 -3.1570 1.2022
H5 -0.9387 1.5191 -0.2896
H6 -2.3769 0.1346 -1.8072
H7 -3.2400 0.6268 -0.3468
H8 -2.3757 -0.9173 -0.3021

For the highest occupied orbital energy, the calculation gives -7.4 eV. For the frontier orbital gap, the calculation gives 7.88 eV. As for the SMILES: C=c1[nH]cn/c1=C\C.

Atomic partial charges in e from the natural (NBO) method, atoms 1 to 2: C -0.475; C 0.137

=====

y | The following is a quantum chemistry calculation of C6H8N2 in the gas phase, from the OMol25 dataset.

Positions of all 16 atoms, in Å:
N1 -3.4386 0.1946 0.0094
C1 -2.3376 -0.0004 0.0308
C2 -0.8617 -0.0317 0.0534
C3 -0.0455 -0.8200 -1.0038
C4 1.1301 -0.6004 -0.0171
C5 1.1769 0.9445 -0.0175
N2 -0.1669 1.2461 0.0681
C6 0.0405 -0.7246 1.1465
H1 -0.3509 -1.8913 -1.1621
H2 -0.0176 -0.2670 -1.9410
H3 2.1144 -1.1530 -0.0280
H4 1.5097 1.2322 -1.0278
H5 1.9472 1.4067 0.6292
H6 -0.5695 2.1562 -0.1508
H7 -0.3616 -1.6815 1.4710
H8 0.2311 -0.0105 1.9396

For the highest occupied orbital energy, the calculation gives -8.5 eV. For the frontier orbital gap, the calculation gives 9.36 eV. As for the SMILES: N#C[C@]12C[C@H](CN1)C2.

Atomic partial charges in e from the natural (NBO) method, atoms 1 to 2: N -0.301; C 0.289

=====

Order of stability, best first: x, y, w